# C28H37BrN2O4SSiV

C28H37BrN2O4SSiV as an isolated structure in a non-equilibrium geometry (ωB97M-V/def2-TZVPD, the Open Molecules 2025 dataset).

```
! wB97M-V def2-TZVPD RIJCOSX def2/J DEFGRID3
* xyz 1 3
V -14.10 -8.60 -1.81
Br -20.61 -10.55 -1.96
C -19.10 -9.54 -1.99
C -18.98 -8.29 -1.43
C -17.68 -7.73 -1.41
C -16.67 -8.20 -2.24
O -15.64 -7.41 -2.53
C -16.79 -9.55 -2.79
C -15.67 -10.34 -3.30
N -14.43 -9.86 -3.27
C -13.36 -10.40 -3.94
C -13.29 -11.50 -4.81
C -12.17 -11.67 -5.64
C -11.08 -10.81 -5.72
C -11.12 -9.70 -4.72
C -10.00 -8.93 -4.48
C -9.93 -8.01 -3.45
C -11.14 -7.82 -2.71
N -12.28 -8.46 -2.96
C -12.22 -9.52 -3.91
C -18.06 -10.19 -2.66
H -19.83 -7.84 -0.86
H -17.44 -6.87 -0.85
H -15.83 -11.17 -3.98
H -14.02 -12.29 -4.76
H -12.17 -12.53 -6.32
H -10.27 -10.87 -6.46
H -9.19 -8.93 -5.24
H -9.06 -7.40 -3.20
H -11.14 -6.93 -2.03
H -18.19 -11.21 -3.02
C -11.70 -11.99 -0.85
C -12.98 -12.19 -0.08
C -14.07 -12.71 -1.03
C -12.95 -12.91 1.26
O -13.49 -10.84 0.21
Si -13.04 -9.74 1.28
S -13.81 -7.86 0.38
O -11.40 -9.66 1.46
C -10.30 -9.09 2.38
C -11.07 -8.21 3.37
C -9.50 -8.22 1.54
C -9.46 -10.28 2.86
O -13.58 -10.14 2.76
C -14.88 -10.05 3.41
C -15.16 -8.58 3.50
C -15.87 -10.85 2.52
C -14.81 -10.68 4.82
H -11.07 -12.93 -0.85
H -11.11 -11.17 -0.47
H -11.99 -11.75 -1.86
H -13.92 -13.75 -1.28
H -14.06 -12.04 -1.93
H -15.08 -12.60 -0.53
H -12.75 -13.99 1.16
H -13.91 -12.82 1.74
H -12.16 -12.53 1.95
H -11.77 -7.59 2.87
H -10.41 -7.52 3.90
H -11.49 -8.93 4.09
H -10.03 -7.31 1.20
H -9.24 -8.71 0.62
H -8.49 -7.92 1.88
H -10.01 -11.13 3.36
H -8.59 -9.92 3.42
H -9.01 -10.83 2.03
H -15.22 -8.07 2.49
H -14.43 -8.08 4.17
H -16.14 -8.34 3.99
H -15.91 -10.52 1.47
H -16.84 -10.90 3.01
H -15.61 -11.88 2.50
H -14.01 -10.10 5.33
H -14.64 -11.71 4.73
H -15.74 -10.40 5.33
*
```

Results
F_max ... 0.0727 hartree/bohr
Energy above the lowest of the compared OMol25 structures with the same formula, charge and spin ... 44.8 kcal per mole
E_HOMO (alpha / beta) ... -0.4029 / -0.4046 Eh
E_tot ... -5705.26075 hartree

# C28H37CoN9O2S3

C28H37CoN9O2S3 as an isolated structure in a non-equilibrium geometry (ωB97M-V/def2-TZVPD, the Open Molecules 2025 dataset).

```
! wB97M-V def2-TZVPD RIJCOSX def2/J DEFGRID3
* xyz 1 5
Co 0.15 -0.28 -0.17
C -3.57 -0.28 3.72
S -1.92 -1.03 3.87
C -1.08 -0.29 2.56
S 0.42 -1.00 2.09
N -1.56 0.79 1.99
N -0.98 1.16 0.87
C -1.16 2.32 0.31
C -0.57 2.50 -0.99
C -0.82 3.63 -1.77
C -0.25 3.72 -3.02
C 0.55 2.68 -3.47
C 0.74 1.58 -2.64
N 0.21 1.49 -1.43
H -4.05 -0.37 4.69
H -4.13 -0.82 2.97
H -3.45 0.77 3.44
H -1.74 3.11 0.77
H -1.47 4.40 -1.38
H -0.44 4.58 -3.65
H 1.02 2.71 -4.44
H 1.33 0.74 -2.97
C 2.39 -6.51 -1.10
N 1.56 -5.74 -0.20
C 0.51 -4.99 -0.84
C 2.04 -5.33 1.01
S 1.98 -3.71 1.46
N 2.57 -6.25 1.84
C 3.18 -5.84 3.08
C 2.30 -7.66 1.71
H 2.63 -5.90 -1.97
H 1.87 -7.40 -1.44
H 3.32 -6.79 -0.62
H -0.17 -5.69 -1.32
H 0.90 -4.30 -1.60
H -0.04 -4.41 -0.09
H 3.60 -4.84 2.98
H 3.97 -6.55 3.34
H 2.45 -5.83 3.89
H 1.50 -7.82 0.98
H 1.97 -8.05 2.67
H 3.19 -8.21 1.39
O -1.96 -0.02 -2.29
C -2.27 -0.89 -1.50
N -1.40 -1.42 -0.57
C -2.04 -2.35 0.22
O -1.52 -3.01 1.09
C -3.46 -2.40 -0.22
C -4.54 -3.12 0.26
C -5.75 -2.97 -0.41
C -5.87 -2.15 -1.51
C -4.79 -1.40 -1.98
C -3.59 -1.54 -1.31
H -4.45 -3.76 1.12
H -6.61 -3.53 -0.05
H -6.82 -2.07 -2.02
H -4.89 -0.74 -2.83
C 4.82 1.82 1.34
C 3.44 2.39 1.04
N 2.59 1.33 0.57
C 3.05 0.28 -0.17
N 2.16 -0.58 -0.59
C 2.62 -1.74 -1.34
C 3.82 -1.39 -2.21
C 4.91 -0.82 -1.31
N 4.36 0.24 -0.48
C 5.33 1.16 0.07
H 4.73 1.08 2.13
H 5.51 2.59 1.67
H 3.51 3.17 0.26
H 3.00 2.84 1.92
H 1.72 1.15 1.06
H 1.79 -2.11 -1.94
H 2.88 -2.53 -0.61
H 3.53 -0.64 -2.95
H 4.20 -2.27 -2.73
H 5.72 -0.40 -1.90
H 5.33 -1.60 -0.66
H 5.56 1.93 -0.68
H 6.25 0.60 0.28
*
```

Results
F_max ... 0.0374 hartree/bohr
Energy above the lowest of the compared OMol25 structures with the same formula, charge and spin ... 24.5 kcal per mole
E_HOMO (alpha / beta) ... -0.3617 / -0.3608 Eh
E_tot ... -4309.61618 hartree

# C28H37N6O12

A 7-piece molecular cluster, C28H37N6O12 overall in a non-equilibrium geometry (ωB97M-V/def2-TZVPD, the Open Molecules 2025 dataset).

```
! wB97M-V def2-TZVPD RIJCOSX def2/J DEFGRID3
* xyz -1 1
C 0.25 0.87 1.51
O 0.05 2.04 1.08
O 0.39 -0.06 0.56
O 0.36 0.46 2.65
H 0.22 0.35 -0.31
C -3.44 2.83 -2.47
C -4.37 2.22 -3.51
C -3.97 0.99 -4.12
C -2.73 0.19 -3.64
C -1.88 0.72 -2.52
C -2.36 2.19 -2.05
N -2.44 -1.19 -4.12
O -2.97 -1.66 -5.29
O -1.51 -1.79 -3.73
H -3.71 3.74 -2.05
H -5.12 2.86 -3.84
H -4.55 0.69 -4.94
H -1.05 0.39 -2.09
H -1.87 2.49 -0.94
C -3.34 -2.67 -1.09
C -2.99 -1.40 -0.33
C -4.05 -0.34 -0.27
C -5.44 -0.63 -0.93
C -5.65 -1.87 -1.77
C -4.56 -2.82 -1.85
N -6.55 0.25 -0.71
O -7.70 -0.24 -1.03
O -6.36 1.35 -0.37
H -2.45 -3.58 -1.11
H -2.01 -1.39 0.18
H -4.09 0.72 0.15
H -6.56 -2.09 -2.19
H -4.82 -3.77 -2.20
C 1.20 2.96 6.80
C 2.05 4.26 7.10
C 2.66 5.07 5.90
C 2.47 4.35 4.54
C 1.19 3.34 4.30
C 0.76 2.62 5.60
N 3.21 4.86 3.37
O 3.33 4.19 2.37
O 3.73 5.97 3.52
H 0.87 2.53 7.75
H 2.09 4.74 8.15
H 3.41 5.85 6.09
H 0.97 3.09 3.31
H 0.20 1.65 5.53
C 1.50 2.17 -2.49
O 0.95 1.65 -3.54
N 2.75 2.53 -2.38
C 3.38 3.06 -1.17
C 3.76 2.38 -3.47
H 0.72 2.32 -1.68
H 3.63 4.09 -1.18
H 4.31 2.78 -0.86
H 2.75 2.97 -0.26
H 3.40 2.78 -4.51
H 3.89 1.19 -3.50
H 4.80 2.95 -3.06
C 2.20 -2.84 2.85
O 3.43 -2.86 2.63
N 1.42 -3.98 2.87
C -0.03 -3.76 3.09
C 1.90 -5.26 2.90
H 1.52 -1.79 2.84
H -0.39 -4.07 2.19
H -0.35 -2.76 3.16
H -0.29 -4.26 3.84
H 2.09 -5.37 3.91
H 2.69 -5.31 2.20
H 1.29 -6.22 2.48
C 2.45 -4.28 -1.24
O 3.19 -5.29 -1.26
N 2.41 -3.28 -2.14
C 1.43 -2.18 -2.10
C 3.22 -3.30 -3.40
H 1.63 -4.00 -0.42
H 0.52 -2.28 -1.31
H 1.00 -2.09 -3.04
H 1.76 -1.34 -1.90
H 2.58 -3.71 -4.08
H 4.17 -3.85 -3.35
H 3.50 -2.16 -3.58
*
```

Results
F_max ... 0.2103 hartree/bohr
Energy above the lowest of the compared OMol25 structures with the same formula, charge and spin ... 43.8 kcal per mole
E_HOMO ... -0.2157 Eh
E_tot ... -2319.83548 hartree

What did the third record say?
# C28H37N6O12

A 7-piece molecular cluster, C28H37N6O12 overall in a non-equilibrium geometry (ωB97M-V/def2-TZVPD, the Open Molecules 2025 dataset).

```
! wB97M-V def2-TZVPD RIJCOSX def2/J DEFGRID3
* xyz -1 1
C 0.25 0.87 1.51
O 0.05 2.04 1.08
O 0.39 -0.06 0.56
O 0.36 0.46 2.65
H 0.22 0.35 -0.31
C -3.44 2.83 -2.47
C -4.37 2.22 -3.51
C -3.97 0.99 -4.12
C -2.73 0.19 -3.64
C -1.88 0.72 -2.52
C -2.36 2.19 -2.05
N -2.44 -1.19 -4.12
O -2.97 -1.66 -5.29
O -1.51 -1.79 -3.73
H -3.71 3.74 -2.05
H -5.12 2.86 -3.84
H -4.55 0.69 -4.94
H -1.05 0.39 -2.09
H -1.87 2.49 -0.94
C -3.34 -2.67 -1.09
C -2.99 -1.40 -0.33
C -4.05 -0.34 -0.27
C -5.44 -0.63 -0.93
C -5.65 -1.87 -1.77
C -4.56 -2.82 -1.85
N -6.55 0.25 -0.71
O -7.70 -0.24 -1.03
O -6.36 1.35 -0.37
H -2.45 -3.58 -1.11
H -2.01 -1.39 0.18
H -4.09 0.72 0.15
H -6.56 -2.09 -2.19
H -4.82 -3.77 -2.20
C 1.20 2.96 6.80
C 2.05 4.26 7.10
C 2.66 5.07 5.90
C 2.47 4.35 4.54
C 1.19 3.34 4.30
C 0.76 2.62 5.60
N 3.21 4.86 3.37
O 3.33 4.19 2.37
O 3.73 5.97 3.52
H 0.87 2.53 7.75
H 2.09 4.74 8.15
H 3.41 5.85 6.09
H 0.97 3.09 3.31
H 0.20 1.65 5.53
C 1.50 2.17 -2.49
O 0.95 1.65 -3.54
N 2.75 2.53 -2.38
C 3.38 3.06 -1.17
C 3.76 2.38 -3.47
H 0.72 2.32 -1.68
H 3.63 4.09 -1.18
H 4.31 2.78 -0.86
H 2.75 2.97 -0.26
H 3.40 2.78 -4.51
H 3.89 1.19 -3.50
H 4.80 2.95 -3.06
C 2.20 -2.84 2.85
O 3.43 -2.86 2.63
N 1.42 -3.98 2.87
C -0.03 -3.76 3.09
C 1.90 -5.26 2.90
H 1.52 -1.79 2.84
H -0.39 -4.07 2.19
H -0.35 -2.76 3.16
H -0.29 -4.26 3.84
H 2.09 -5.37 3.91
H 2.69 -5.31 2.20
H 1.29 -6.22 2.48
C 2.45 -4.28 -1.24
O 3.19 -5.29 -1.26
N 2.41 -3.28 -2.14
C 1.43 -2.18 -2.10
C 3.22 -3.30 -3.40
H 1.63 -4.00 -0.42
H 0.52 -2.28 -1.31
H 1.00 -2.09 -3.04
H 1.76 -1.34 -1.90
H 2.58 -3.71 -4.08
H 4.17 -3.85 -3.35
H 3.50 -2.16 -3.58
*
```

Results
F_max ... 0.2103 hartree/bohr
Energy above the lowest of the compared OMol25 structures with the same formula, charge and spin ... 43.8 kcal per mole
E_HOMO ... -0.2157 Eh
E_tot ... -2319.83548 hartree